# 1
96
Properties=species:S:1:pos:R:3 method="wB97M-V/def2-TZVPD" de_lowest_kj_mol=0.0 orbital_gap_ev=9.354 multiplicity=1 total_charge=0 e_tot_ha=-3198.1898 homo_energy_ha=-0.3300
F -6.548 -0.799 -1.932
C -6.017 -1.160 -3.112
F -6.123 -0.111 -3.957
F -6.739 -2.191 -3.611
C -4.532 -1.591 -2.959
F -4.218 -2.403 -4.002
F -3.798 -0.458 -3.095
C -4.210 -2.298 -1.645
C -2.783 -2.005 -1.196
C -2.346 -2.938 -0.072
P -0.879 -2.245 0.830
C 0.165 -1.307 -0.390
C 1.186 -0.486 0.413
C 1.617 0.812 -0.252
F 2.989 0.845 -0.279
F 1.219 0.906 -1.546
C 1.247 2.118 0.502
F 1.771 3.169 -0.166
F 1.825 2.059 1.728
S -0.592 2.444 0.783
F -0.208 3.642 1.753
F -0.648 3.448 -0.440
F -1.002 1.264 -0.184
F -0.593 1.447 2.004
F -2.119 2.720 1.048
H -4.347 -3.363 -1.794
H -4.891 -1.987 -0.864
H -2.727 -0.987 -0.830
H -2.100 -2.130 -2.028
H -2.162 -3.948 -0.423
H -3.131 -3.015 0.674
H -0.067 -3.377 1.060
H 0.696 -2.015 -1.018
H -0.441 -0.711 -1.055
H 0.792 -0.312 1.409
H 2.075 -1.088 0.538
C 5.114 1.501 1.983
C 6.367 2.128 2.589
C 7.507 2.292 1.585
C 8.029 0.984 0.986
C 8.530 -0.036 2.007
C 9.714 0.460 2.832
H 5.307 0.495 1.607
H 4.324 1.427 2.731
H 4.741 2.106 1.157
H 6.700 1.532 3.443
H 6.113 3.113 2.987
H 8.330 2.828 2.066
H 7.168 2.935 0.766
H 8.844 1.222 0.294
H 7.246 0.523 0.378
H 8.826 -0.943 1.473
H 7.716 -0.330 2.676
H 10.556 0.717 2.186
H 10.050 -0.309 3.529
H 9.456 1.342 3.420
C -4.097 4.522 -8.514
C -4.718 3.321 -7.806
C -5.881 3.691 -6.888
C -5.515 4.620 -5.728
C -4.418 4.091 -4.805
C -4.794 2.789 -4.104
H -3.679 5.237 -7.804
H -3.289 4.207 -9.176
H -4.841 5.043 -9.119
H -3.946 2.790 -7.242
H -5.082 2.617 -8.559
H -6.327 2.774 -6.494
H -6.663 4.173 -7.483
H -6.417 4.806 -5.137
H -5.210 5.594 -6.121
H -4.205 4.853 -4.051
H -3.489 3.951 -5.364
H -5.696 2.918 -3.501
H -3.991 2.464 -3.441
H -4.973 1.985 -4.816
C 1.721 -3.094 3.862
C 0.689 -4.213 3.965
C -0.591 -3.785 4.681
C -0.401 -3.357 6.138
C 0.235 -4.414 7.041
C -0.596 -5.688 7.163
H 2.045 -2.756 4.847
H 2.607 -3.432 3.322
H 1.305 -2.235 3.329
H 1.133 -5.079 4.464
H 0.426 -4.547 2.959
H -1.315 -4.603 4.632
H -1.039 -2.951 4.131
H -1.378 -3.083 6.547
H 0.204 -2.447 6.176
H 0.368 -3.982 8.036
H 1.237 -4.663 6.682
H -1.587 -5.468 7.563
H -0.114 -6.400 7.834
H -0.722 -6.183 6.199

=====

# 2
115
Properties=species:S:1:pos:R:3 method="wB97M-V/def2-TZVPD" de_lowest_kj_mol=0.0 orbital_gap_ev=10.434 multiplicity=1 total_charge=-1 e_tot_ha=-5927.9030 homo_energy_ha=-0.3033
As -0.384 -0.138 -0.290
F -0.336 0.169 1.472
F -1.559 1.146 -0.489
F -0.425 -0.469 -2.010
F 0.826 -1.383 -0.023
F -1.701 -1.295 -0.041
F 0.910 1.027 -0.479
C 0.325 4.976 -5.599
O -0.917 4.338 -5.512
C -1.185 3.693 -4.358
O -0.501 3.737 -3.376
O -2.287 3.017 -4.530
C -2.676 2.083 -3.514
H 1.177 4.292 -5.534
H 0.461 5.712 -4.802
H 0.434 5.489 -6.554
H -2.476 2.406 -2.498
H -2.191 1.146 -3.785
H -3.737 1.867 -3.621
C 2.371 1.977 2.069
O 3.185 2.145 3.245
C 3.009 3.223 3.998
O 2.322 4.168 3.766
O 3.734 3.145 5.106
C 4.626 2.069 5.375
H 1.326 1.976 2.365
H 2.595 0.969 1.729
H 2.638 2.718 1.324
H 4.059 1.207 5.733
H 5.206 2.414 6.228
H 5.210 1.759 4.513
C 4.713 0.377 -0.743
O 5.762 0.753 0.177
C 5.771 1.975 0.651
O 4.979 2.859 0.481
O 6.915 2.139 1.334
C 7.224 3.460 1.782
H 4.911 0.956 -1.648
H 3.707 0.610 -0.406
H 4.969 -0.641 -1.018
H 7.953 3.852 1.068
H 7.633 3.358 2.779
H 6.382 4.143 1.692
C 1.737 -0.489 8.016
O 1.857 -0.367 6.631
C 1.173 -1.168 5.823
O 0.498 -2.099 6.189
O 1.471 -0.885 4.570
C 0.814 -1.627 3.532
H 2.022 0.451 8.480
H 2.285 -1.373 8.366
H 0.709 -0.733 8.313
H 1.505 -1.404 2.718
H -0.151 -1.299 3.159
H 0.868 -2.688 3.768
C -2.541 -4.572 -0.365
O -2.441 -5.911 0.031
C -3.279 -6.820 -0.425
O -4.313 -6.615 -1.001
O -2.806 -8.017 -0.100
C -3.675 -9.099 -0.468
H -3.357 -4.053 0.143
H -2.688 -4.406 -1.437
H -1.618 -4.031 -0.161
H -3.689 -9.287 -1.542
H -4.685 -8.978 -0.093
H -3.138 -9.956 -0.060
C -0.841 1.495 4.714
O -0.740 1.288 6.115
C -0.405 2.310 6.889
O 0.097 3.341 6.566
O -0.652 1.902 8.145
C -0.304 2.730 9.232
H -1.832 1.283 4.321
H -0.110 0.877 4.206
H -0.567 2.507 4.406
H -0.875 3.661 9.204
H 0.761 2.967 9.182
H -0.525 2.212 10.161
C -4.726 -1.564 -7.581
O -4.687 -1.143 -6.218
C -3.692 -1.605 -5.463
O -2.923 -2.473 -5.788
O -3.684 -0.959 -4.308
C -2.820 -1.393 -3.273
H -5.050 -2.595 -7.669
H -3.761 -1.358 -8.047
H -5.396 -0.847 -8.050
H -3.071 -2.422 -2.986
H -2.888 -0.884 -2.321
H -1.779 -1.502 -3.565
C -4.536 0.416 -0.205
O -5.890 -0.011 -0.150
C -6.615 -0.110 -1.268
O -7.687 -0.632 -1.309
O -6.005 0.496 -2.293
C -6.574 0.382 -3.580
H -3.902 -0.250 -0.779
H -4.120 0.549 0.790
H -4.535 1.420 -0.639
H -7.467 1.016 -3.634
H -7.021 -0.600 -3.756
H -5.853 0.633 -4.346
C 2.044 -1.440 -3.843
O 3.162 -1.648 -4.709
C 4.169 -0.797 -4.616
O 4.275 0.202 -3.953
O 5.068 -1.153 -5.545
C 6.089 -0.189 -5.803
H 2.246 -1.803 -2.829
H 1.197 -2.053 -4.132
H 1.889 -0.367 -3.756
H 6.737 -0.568 -6.590
H 6.625 -0.048 -4.867
H 5.657 0.728 -6.203